<w>
Here is 2 unconnected molecules or ions with the total composition C2H2Cl6 from the OMol25 dataset. Energies are from ωB97M-V/def2-TZVPD.

Output
Net charge: +1
Multiplicity: 2

Each atom is followed by the atoms it is bonded to, with distances in Å.
CARTESIAN COORDINATES (ANGSTROEM)
1 C -1.27536 -0.79450 -1.91879  Cl2 1.816, Cl3 1.767, Cl4 1.800, H5 1.090
2 Cl -1.11155 -1.41010 -3.61915  C1 1.816
3 Cl -0.53120 -1.83363 -0.69874  C1 1.767
4 Cl -3.01267 -0.52120 -1.53490  C1 1.800
5 H -0.81016 0.15840 -1.66648  C1 1.090
6 C 1.35559 0.97881 1.96528  Cl7 1.831, Cl8 1.804, Cl9 1.793, H10 1.090
7 Cl 1.05146 1.06401 0.16129  C6 1.831
8 Cl 3.03064 1.26285 2.57044  C6 1.804
9 Cl 0.66000 -0.61653 2.39732  C6 1.793
10 H 0.64324 1.71189 2.34373  C6 1.090

For each atom in turn, the Löwdin charge in e is:
1 C -1.45
2 Cl 0.59
3 Cl 0.70
4 Cl 0.63
5 H -0.03
6 C -1.37
7 Cl 0.66
8 Cl 0.61
9 Cl 0.62
10 H 0.03


<x>
Here is 2 unconnected molecules or ions with the total composition C2H2Cl6 from the OMol25 dataset. Energies are from ωB97M-V/def2-TZVPD.

Output
Net charge: +1
Multiplicity: 2

Each atom is followed by the atoms it is bonded to, with distances in Å.
CARTESIAN COORDINATES (ANGSTROEM)
1 C 0.15919 2.14952 1.16013  Cl2 1.768, Cl3 1.757, Cl4 1.751, H5 1.090
2 Cl 1.35976 0.94605 1.64715  C1 1.768
3 Cl 0.79726 3.20772 -0.08932  C1 1.757
4 Cl -0.40130 3.20142 2.44345  C1 1.751
5 H -0.76240 1.66872 0.83207  C1 1.090
6 C -0.27235 -2.30845 -1.26068  Cl7 1.754, Cl8 1.761, Cl9 1.777, H10 1.090
7 Cl 0.42881 -3.69181 -0.44246  C6 1.754
8 Cl 0.81553 -1.40415 -2.31026  C6 1.761
9 Cl -0.99421 -1.15073 -0.12275  C6 1.777
10 H -1.13031 -2.61827 -1.85735  C6 1.090

For each atom in turn, the Löwdin charge in e is:
1 C -1.53
2 Cl 0.71
3 Cl 0.80
4 Cl 0.78
5 H 0.01
6 C -1.53
7 Cl 0.60
8 Cl 0.59
9 Cl 0.55
10 H 0.02


Which one is most stable, and which one is least stable? <x> is the most stable of them, while <w> is the least stable.